(1)
DFT (ωB97M-V with the def2-TZVPD basis set) results for one molecule with the formula C19H22NO2P in a non-equilibrium geometry.

Output
* molar mass: 327.364 g mol⁻¹
* Kohn-Sham gap: 9.50 eV
* calculated total energy: -34935.8785 eV

XYZ file:
```
45
Properties=species:S:1:pos:R:3:forces:R:3
O -1.39926 -2.64426 -1.39998 0.199 -0.324 -0.027
C -1.35369 -1.44032 -1.22347 0.048 -0.007 -0.306
C -0.07248 -0.67837 -1.51047 0.255 0.051 0.432
P 0.71437 -0.24695 0.11533 1.023 0.159 -1.315
O -0.15099 -0.43395 1.28512 -0.508 -0.101 0.790
C 1.28824 1.47536 -0.06841 -0.182 -0.459 0.120
C 1.84048 1.98587 -1.23560 -0.043 -0.029 -0.001
C 2.26519 3.30155 -1.27709 0.079 0.049 -0.133
C 2.13963 4.11010 -0.15853 0.003 0.039 0.025
C 1.58506 3.60405 1.00553 0.042 0.102 0.007
C 1.16203 2.28801 1.04939 -0.071 -0.075 0.099
C 2.21498 -1.27415 0.19365 -0.378 0.231 0.061
C 3.19737 -1.26350 -0.78778 -0.045 -0.017 0.044
C 4.30764 -2.07627 -0.65451 0.096 0.022 -0.131
C 4.43952 -2.89937 0.45326 0.012 -0.036 0.050
C 3.46070 -2.90952 1.43276 0.114 -0.066 0.007
C 2.35001 -2.09496 1.30362 -0.137 0.039 0.050
N -2.41585 -0.72880 -0.80088 -0.369 0.024 -0.039
C -2.47329 0.69149 -0.54830 0.149 0.358 0.250
C -2.98485 0.97619 0.86570 -0.116 0.042 -0.119
C -4.32628 0.29370 1.10482 0.181 -0.087 0.157
C -4.17189 -1.19987 0.84063 -0.132 0.181 -0.213
C -3.67658 -1.41388 -0.58537 -0.098 -0.465 0.145
H -0.25493 0.21144 -2.11348 0.030 0.034 0.101
H 0.58505 -1.35541 -2.05781 -0.093 0.049 0.069
H 1.93247 1.36297 -2.11371 0.014 -0.028 -0.124
H 2.69447 3.69924 -2.18524 0.027 0.030 -0.062
H 2.47262 5.13676 -0.19726 0.022 0.080 -0.006
H 1.48344 4.23470 1.87636 -0.012 0.043 0.066
H 0.72070 1.87034 1.94270 -0.046 0.002 0.103
H 3.09676 -0.62362 -1.65215 0.037 0.052 -0.119
H 5.07281 -2.07099 -1.41722 0.052 0.000 -0.050
H 5.30786 -3.53444 0.54999 0.064 -0.047 0.006
H 3.56277 -3.55257 2.29445 0.001 -0.044 0.062
H 1.56997 -2.08519 2.05070 -0.052 -0.024 0.080
H -1.48548 1.14134 -0.65578 -0.138 0.005 -0.116
H -3.15116 1.14984 -1.28388 0.108 0.041 0.023
H -2.25290 0.59327 1.57601 0.071 0.042 -0.002
H -3.06831 2.05614 0.99982 0.023 0.048 0.000
H -4.65575 0.46709 2.13043 -0.067 0.053 -0.010
H -5.08154 0.71015 0.43251 -0.093 0.023 -0.002
H -5.12123 -1.71978 0.97659 -0.003 -0.058 0.015
H -3.44286 -1.61901 1.53536 0.014 -0.081 0.041
H -3.51021 -2.47241 -0.79005 -0.084 0.185 -0.043
H -4.41460 -1.02201 -1.29778 0.004 -0.036 0.013
```
Positions in Å, forces in eV/Å.



(2)
DFT (ωB97M-V with the def2-TZVPD basis set) results for one molecule with the formula C5H14NOP in a non-equilibrium geometry.

Output
* relative energy (zero: lowest compared OMol25 entry of this formula, charge and spin): 3.303 eV
* molar mass: 135.147 g mol⁻¹
* Kohn-Sham gap: 8.50 eV
* calculated total energy: -18235.2032 eV

XYZ file:
```
22
Properties=species:S:1:pos:R:3:forces:R:3
C -0.86434 -2.33806 0.64655 0.874 1.245 -1.180
P -0.45245 -0.83701 0.02924 -1.287 2.366 0.207
C -0.17203 -0.47696 -1.77120 0.774 -3.887 2.627
N -1.30185 0.95069 0.49443 3.131 -1.545 -0.550
C -2.70163 1.06704 0.36566 -1.978 -1.195 -1.172
O 0.95200 -0.57666 0.68681 0.540 1.569 1.039
C 1.67703 0.67304 0.67386 2.623 -1.246 -0.905
C 2.89938 0.36155 -0.18746 2.630 1.860 -0.438
H -0.80169 -2.36770 1.69103 1.192 0.332 1.782
H -1.83136 -2.66437 0.57266 -2.555 -1.069 -1.527
H 0.52563 -1.24959 -2.12564 0.644 0.733 0.371
H -0.96766 -0.75859 -2.33691 -2.939 -0.053 -1.528
H 0.08459 0.50633 -1.80100 0.909 2.645 -0.513
H -1.15899 0.97392 1.47369 0.883 -0.075 1.308
H -2.85595 1.38751 -0.71759 -0.699 -0.409 1.419
H -3.05313 -0.01887 0.54806 -0.911 1.714 -0.379
H -3.21407 1.80279 1.10159 1.004 -1.221 -1.274
H 1.25161 1.56662 0.33140 -1.796 0.684 -0.946
H 2.05732 0.98941 1.62631 -0.243 -0.747 1.101
H 2.71373 0.34465 -1.26522 -0.453 -0.693 0.194
H 3.75019 1.17282 -0.20802 -1.760 -0.906 0.662
H 3.46367 -0.50856 0.17175 -0.583 -0.100 -0.300
```
Positions in Å, forces in eV/Å.



(3)
DFT (ωB97M-V with the def2-TZVPD basis set) results for one molecule with the formula C12H18N2O in a non-equilibrium geometry.

Output
* relative energy (zero: lowest compared OMol25 entry of this formula, charge and spin): 6.500 eV
* molar mass: 206.289 g mol⁻¹
* Kohn-Sham gap: 9.18 eV
* calculated total energy: -17755.9613 eV

XYZ file:
```
33
Properties=species:S:1:pos:R:3:forces:R:3
C 0.75105 0.55415 -3.64272 -2.677 -3.357 -2.042
C -0.47203 -0.42116 -3.20341 -0.093 1.997 -5.929
C -0.23514 -1.39588 -2.28565 10.094 -3.158 4.744
C -1.06495 -2.56365 -1.97220 -4.679 3.240 -6.083
N 0.18599 -0.67756 -1.06845 -4.566 0.957 2.537
C 1.43019 -0.65923 -0.41410 -6.440 -1.948 2.594
O 2.25370 -1.44720 -0.69062 4.588 -1.018 -1.972
N 1.25582 -0.27951 0.91457 4.055 1.719 2.490
C 0.16024 0.41518 1.62544 2.662 -4.631 -0.356
C -0.10539 -0.35545 2.83919 -6.898 7.757 -2.316
C -1.32809 0.16676 3.43271 1.508 3.819 -5.251
C -2.16820 1.51762 2.91481 10.438 -8.528 -2.042
C -1.46662 1.97301 1.85537 -6.616 5.296 0.327
C -0.55406 1.44922 1.08886 6.817 -1.403 -3.280
C 0.15716 2.27967 -0.20038 -5.758 -3.388 1.394
H 1.55839 -0.15854 -4.02562 -0.948 1.284 0.385
H 0.24826 1.14471 -4.48001 1.395 -0.231 1.253
H 1.04347 1.02814 -2.76238 0.676 1.394 0.985
H -0.72093 -1.08111 -4.04300 -0.291 0.801 -1.073
H -1.36410 0.10260 -2.97412 -0.998 1.042 0.250
H 0.99344 -1.81226 -2.46113 -3.290 0.433 -0.471
H -2.11674 -2.00468 -1.88318 1.511 -2.243 0.684
H -1.09608 -3.27656 -2.87100 -0.457 1.352 0.671
H -0.65283 -3.17881 -1.34074 1.590 -2.640 4.650
H -0.77365 -0.67060 -0.45216 3.643 0.742 -1.136
H 2.26574 -0.44146 1.50834 -4.041 0.616 -2.221
H 0.39760 -1.11123 3.24348 2.201 -2.887 1.274
H -1.43328 -0.14737 4.34831 -1.708 -1.908 4.943
H -2.89820 1.78295 3.44689 -5.663 2.602 3.793
H -1.90702 2.90701 1.40723 0.349 -0.434 0.452
H -0.60089 2.12471 -1.02818 1.424 0.038 0.486
H 1.13150 2.00856 -0.39057 1.900 -0.554 -0.389
H -0.03182 3.20945 0.15710 0.270 3.236 0.648
```
Positions in Å, forces in eV/Å.



(4)
DFT (ωB97M-V with the def2-TZVPD basis set) results for C6H10O as an isolated structure in a non-equilibrium geometry.

Output
* relative energy (zero: lowest compared OMol25 entry of this formula, charge and spin): 4.745 eV
* molar mass: 98.145 g mol⁻¹
* Kohn-Sham gap (alpha / beta): 8.75 / 8.15 eV
* calculated total energy: -8426.4956 eV

XYZ file:
```
17
Properties=species:S:1:pos:R:3:forces:R:3
C 2.17129 0.28829 0.08755 -0.016 -0.022 -0.063
C 0.67824 0.07145 0.05209 0.108 0.350 0.408
C -0.00782 -1.24097 0.24836 0.874 -0.232 1.286
C -0.86715 -0.84708 -0.84463 -0.838 -1.228 -1.700
C -2.17816 -0.21141 -0.69171 -1.043 -0.156 0.040
C -0.13505 1.06645 0.90740 0.046 0.098 0.286
O 0.13239 0.09527 -1.31064 0.008 0.168 0.022
H 2.39899 1.25757 -0.37238 -0.017 -0.151 0.084
H 2.69359 -0.49464 -0.46973 -0.080 0.117 0.075
H 2.53511 0.30560 1.12039 -0.055 -0.044 -0.156
H -1.10734 0.60618 1.14339 0.354 0.443 0.049
H 0.16798 -2.13945 0.82303 -0.096 0.138 -0.118
H -1.03909 -1.71160 -1.52437 0.263 0.381 -0.267
H -2.78237 -0.37504 0.19665 0.104 0.058 -0.131
H -2.70275 0.06969 -1.60277 0.128 0.044 0.178
H -0.33059 2.00412 0.38298 0.225 -0.026 0.033
H 0.37273 1.25561 1.85441 0.036 0.062 -0.026
```
Positions in Å, forces in eV/Å.



(5)
DFT (ωB97M-V with the def2-TZVPD basis set) results for one molecule with the formula C6H14O.

Output
* relative energy (zero: lowest compared OMol25 entry of this formula, charge and spin): 1.202 eV
* molar mass: 102.177 g mol⁻¹
* Kohn-Sham gap: 10.84 eV
* calculated total energy: -8495.6905 eV

XYZ file:
```
21
Properties=species:S:1:pos:R:3:forces:R:3
C 2.30029 -2.69751 -0.24432 0.010 -0.007 -0.007
C 1.21387 -1.97225 0.56164 -0.104 0.017 0.035
C 0.90002 -0.59031 -0.01716 0.015 0.026 -0.118
C -0.28810 0.18679 0.58330 -0.128 0.044 -0.160
C -0.41215 1.51600 -0.22617 0.191 -0.077 -0.443
O -1.73492 2.05229 -0.26843 -0.119 -0.197 0.366
C -2.16522 3.16037 -1.06186 0.016 -0.003 -0.174
H 2.51182 -3.69237 0.16380 -0.062 0.175 -0.023
H 3.24433 -2.13793 -0.25051 -0.185 -0.037 0.049
H 1.99802 -2.83250 -1.29088 -0.004 0.061 0.192
H 0.29321 -2.56983 0.54452 0.117 0.022 0.060
H 1.52278 -1.90058 1.61480 -0.082 0.057 -0.201
H 1.81452 0.02454 0.01130 -0.210 -0.055 0.018
H 0.65482 -0.72598 -1.07781 0.190 -0.049 0.007
H -0.15641 0.30035 1.66774 0.004 0.395 -0.240
H -1.19751 -0.42138 0.47292 0.095 0.260 -0.182
H 0.32846 2.24333 0.14392 -0.283 0.022 0.042
H -0.07899 1.22615 -1.23759 -0.250 0.377 -0.006
H -1.79673 4.16214 -0.76865 0.270 -0.569 0.260
H -3.25010 3.17895 -0.92032 0.171 -0.001 0.053
H -2.01714 3.08842 -2.15880 0.348 -0.459 0.472
```
Positions in Å, forces in eV/Å.



(6)
DFT (ωB97M-V with the def2-TZVPD basis set) results for one molecule with the formula C6H9NS in a non-equilibrium geometry.

Output
* relative energy (zero: lowest compared OMol25 entry of this formula, charge and spin): 5.731 eV
* molar mass: 127.212 g mol⁻¹
* Kohn-Sham gap: 9.80 eV
* calculated total energy: -18687.4792 eV

XYZ file:
```
17
Properties=species:S:1:pos:R:3:forces:R:3
C 0.95458 1.55580 0.13792 4.250 1.799 0.745
C -0.45920 1.13917 -0.03252 -2.341 -0.092 -1.040
C -0.44614 -0.51817 0.03053 -2.841 0.250 -1.502
C -1.72932 -1.16844 -0.55029 0.638 -2.943 2.610
N -1.28571 -1.27216 0.98939 -0.228 3.965 -2.850
C 1.01496 -0.75236 -0.53187 -1.488 -1.011 2.839
S 2.72218 -1.13569 0.03791 -0.048 -0.724 -0.357
C 1.64489 0.15227 0.44692 -1.579 2.562 0.208
H 1.47492 2.17119 -0.72085 -1.259 -1.420 1.337
H 1.07311 2.19533 1.03196 0.125 -0.205 -0.354
H -0.63924 1.45834 -1.10433 -0.568 -0.935 0.985
H -1.29537 1.74549 0.57988 2.042 -1.824 -0.969
H -2.80544 -0.78568 -0.50659 1.998 -0.071 -0.575
H -1.57267 -2.19928 -1.05867 -0.381 2.083 0.552
H -0.84980 -2.03526 1.39466 0.991 -2.300 0.109
H 1.07359 -0.44942 -1.50419 0.118 0.866 -2.498
H 1.12467 -0.10116 1.36013 0.570 0.001 0.760
```
Positions in Å, forces in eV/Å.